2 unconnected molecules or ions with the total composition C4H12, computed with ωB97M-V/def2-TZVPD.

Orbital gap = 0.4558 Eh
Charge = 0
Multiplicity = 1
LUMO = 1.12 eV
Relative energy (zero: lowest compared OMol25 entry of this formula, charge and spin) = 13.77 kcal per mole
SMILES string = CC.CC

Each line ends with the Löwdin charge.
Atoms and positions in Å:
C  1.194  1.550  -1.036  -0.179
C  0.755  2.020  -2.431  -0.169
H  1.233  0.460  -0.939  0.053
H  2.265  1.691  -0.845  0.059
H  0.575  2.087  -0.324  0.061
H  1.027  1.275  -3.166  0.059
H  -0.319  2.242  -2.363  0.061
H  1.072  3.043  -2.617  0.057
C  -0.362  -1.643  1.298  -0.184
C  -1.607  -1.888  2.147  -0.174
H  0.062  -0.666  1.521  0.053
H  0.445  -2.312  1.632  0.061
H  -0.473  -1.823  0.234  0.062
H  -1.855  -2.954  2.041  0.061
H  -2.404  -1.348  1.628  0.061
H  -1.607  -1.733  3.220  0.060